(1)
Below is a 6-piece molecular cluster, C30H61F2N7O6S2 overall in a non-equilibrium geometry, with properties calculated with the ωB97M-V functional and the def2-TZVPD basis.

Results
Gap between HOMO and LUMO, eV: 1.8
Spin multiplicity: 1
Total charge: +2
E_LUMO, Eh: -0.161
Energy above the lowest of the compared OMol25 structures with the same formula, charge and spin, kcal/mol: 0.0

XYZ file:
```
108
C30H61F2N7O6S2 the ωB97M-V functional and the def2-TZVPD basis
C -6.434 2.001 -4.601
C -6.260 1.669 -6.169
N -5.295 0.543 -6.280
C -5.691 -0.790 -6.309
C -4.600 -1.556 -6.555
N -3.483 -0.681 -6.758
C -4.017 0.630 -6.724
C -2.128 -1.080 -6.898
H -7.033 1.213 -4.144
H -6.909 2.976 -4.495
H -5.475 1.980 -4.083
H -5.831 2.493 -6.739
H -7.199 1.319 -6.598
H -6.662 -1.142 -5.992
H -4.434 -2.620 -6.626
H -3.426 1.528 -6.830
H -1.606 -0.680 -6.029
H -1.667 -0.792 -7.843
H -2.043 -2.163 -6.808
C -8.917 -3.545 1.484
C -7.562 -2.887 1.082
N -6.746 -3.677 0.117
C -7.148 -4.199 -1.060
C -6.044 -4.746 -1.781
N -4.908 -4.529 -0.948
C -5.441 -4.019 0.186
C -3.529 -4.956 -1.150
H -9.630 -2.849 1.925
H -8.832 -4.242 2.318
H -9.436 -3.994 0.637
H -7.043 -2.664 2.014
H -7.868 -1.911 0.705
H -8.197 -4.074 -1.282
H -5.912 -5.266 -2.719
H -4.812 -3.793 1.035
H -2.786 -4.497 -0.498
H -3.255 -4.920 -2.205
H -3.365 -5.990 -0.848
C 2.360 6.301 2.266
C 3.114 5.689 1.041
C 4.654 5.986 1.007
N 5.414 5.424 -0.150
C 5.079 6.168 -1.458
C 5.152 3.910 -0.317
C 6.316 3.405 -1.149
C 7.502 4.207 -0.721
C 7.032 5.441 0.073
H 1.274 6.247 2.188
H 2.500 7.376 2.383
H 2.617 5.837 3.219
H 2.715 6.107 0.117
H 2.845 4.633 1.006
H 5.112 5.497 1.866
H 4.972 7.023 1.113
H 4.023 6.428 -1.529
H 5.339 5.665 -2.390
H 5.647 7.080 -1.276
H 4.198 3.665 -0.785
H 5.324 3.484 0.671
H 6.083 3.510 -2.208
H 6.637 2.392 -0.906
H 8.123 4.459 -1.581
H 8.171 3.693 -0.031
H 7.589 6.360 -0.109
H 7.221 5.219 1.123
C 4.090 -6.003 0.604
C 4.182 -4.839 1.499
C 5.141 -4.993 2.584
N 5.089 -3.769 3.527
C 5.599 -2.406 3.028
C 3.782 -3.600 4.309
C 4.099 -2.866 5.535
C 5.495 -3.383 5.933
C 5.967 -4.184 4.744
H 4.960 -6.654 0.518
H 3.834 -5.726 -0.419
H 3.275 -6.710 0.757
H 3.245 -4.527 1.959
H 4.241 -3.887 0.971
H 6.156 -5.048 2.189
H 4.919 -5.890 3.161
H 6.617 -2.436 2.642
H 5.745 -1.698 3.844
H 4.937 -1.976 2.276
H 3.105 -3.043 3.661
H 3.458 -4.608 4.566
H 3.987 -1.841 5.179
H 3.265 -2.895 6.236
H 6.307 -2.689 6.150
H 5.448 -4.114 6.741
H 7.012 -4.158 4.435
H 5.677 -5.230 4.846
N -0.664 -1.048 1.155
S -0.642 -0.150 -0.274
O 0.044 1.143 -0.288
O -1.723 -0.428 -1.248
F 0.549 -1.132 -0.890
S -1.476 0.028 1.846
O -2.879 0.265 1.517
O -0.730 1.170 2.443
F -1.772 -0.928 3.093
C -6.348 5.301 1.938
C -6.825 6.571 2.459
O -6.463 6.883 3.623
O -7.467 7.336 1.799
H -7.239 4.694 1.775
H -5.637 4.742 2.546
H -5.745 5.431 1.039
```

***

(2)
Below is a 4-piece molecular cluster, C30H61FN4O4 overall in a non-equilibrium geometry, with properties calculated with the ωB97M-V functional and the def2-TZVPD basis.

Results
Gap between HOMO and LUMO (spin up / spin down), eV: 3.3 / 2.3
Spin multiplicity: 4
Total charge: -1
E_LUMO (spin up / spin down), Eh: 0.064 / 0.027

XYZ file:
```
100
C30H61FN4O4 the ωB97M-V functional and the def2-TZVPD basis
C 1.451 -0.018 0.457
C 1.126 1.601 0.220
O 0.018 2.050 1.079
C -1.299 1.711 0.520
N -1.899 0.417 1.092
F -2.405 -0.269 0.019
H 2.328 -0.079 1.263
H 0.531 -0.595 0.896
H 1.733 -0.522 -0.562
H 1.016 1.886 -0.914
H 2.106 2.160 0.609
H -2.042 2.573 0.884
H -1.353 1.680 -0.648
C 7.188 -0.858 2.540
C 7.081 -1.932 1.426
C 8.453 -2.121 0.726
C 8.803 -1.011 -0.255
C 7.681 -0.824 -1.268
C 6.305 -0.562 -0.604
N 5.975 -1.560 0.475
O 5.557 -2.742 -0.162
C 6.283 0.881 -0.028
C 5.223 -0.512 -1.735
C 6.789 -3.242 2.236
H 7.437 0.138 2.182
H 6.252 -0.784 3.107
H 7.982 -1.116 3.252
H 8.458 -3.072 0.177
H 9.251 -2.200 1.474
H 9.006 -0.078 0.284
H 9.729 -1.270 -0.781
H 7.942 0.004 -1.940
H 7.628 -1.721 -1.900
H 5.416 1.036 0.625
H 6.216 1.626 -0.830
H 7.186 1.146 0.522
H 5.189 -1.431 -2.328
H 5.433 0.298 -2.443
H 4.224 -0.334 -1.318
H 5.809 -3.199 2.724
H 7.540 -3.390 3.023
H 6.822 -4.139 1.609
C 0.343 -4.217 1.512
C -0.098 -4.924 0.203
C -0.638 -3.885 -0.814
C -2.043 -3.389 -0.504
C -2.999 -4.565 -0.347
C -2.525 -5.590 0.715
N -1.090 -6.008 0.530
O -1.058 -6.934 -0.528
C -2.732 -4.988 2.133
C -3.518 -6.802 0.695
C 1.255 -5.472 -0.366
H -0.461 -3.721 2.049
H 0.816 -4.926 2.202
H 1.077 -3.430 1.299
H -0.649 -4.327 -1.820
H 0.040 -3.024 -0.871
H -2.035 -2.766 0.398
H -2.390 -2.744 -1.320
H -3.994 -4.182 -0.088
H -3.108 -5.059 -1.322
H -2.225 -5.587 2.899
H -3.795 -4.962 2.401
H -2.398 -3.954 2.221
H -3.583 -7.278 -0.289
H -4.535 -6.480 0.943
H -3.225 -7.565 1.427
H 1.675 -6.249 0.283
H 2.001 -4.671 -0.441
H 1.149 -5.886 -1.375
C -6.640 3.705 -1.048
C -5.691 4.577 -0.183
C -6.504 5.626 0.620
C -6.977 6.809 -0.211
C -5.802 7.451 -0.938
C -5.006 6.444 -1.808
N -4.634 5.190 -1.063
O -3.537 5.502 -0.240
C -5.840 6.093 -3.072
C -3.763 7.191 -2.399
C -5.118 3.544 0.848
H -7.183 4.255 -1.812
H -6.090 2.898 -1.545
H -7.412 3.238 -0.423
H -5.890 6.014 1.444
H -7.373 5.150 1.090
H -7.750 6.490 -0.920
H -7.448 7.550 0.445
H -6.174 8.277 -1.557
H -5.137 7.908 -0.191
H -5.413 5.236 -3.606
H -5.861 6.932 -3.778
H -6.889 5.884 -2.859
H -3.116 7.614 -1.623
H -4.072 8.034 -3.027
H -3.158 6.520 -3.021
H -4.490 2.794 0.353
H -5.929 3.008 1.357
H -4.526 4.023 1.636
```

***

(3)
Below is C30H62 in the gas phase, with properties calculated with the ωB97M-V functional and the def2-TZVPD basis.

Results
Gap between HOMO and LUMO, eV: 11.0
Spin multiplicity: 1
Total charge: 0
E_LUMO, Eh: 0.033
Energy above the lowest of the compared OMol25 structures with the same formula, charge and spin, kcal/mol: 6.5

XYZ file:
```
92
C30H62 the ωB97M-V functional and the def2-TZVPD basis
C 5.226 5.001 -7.272
H 5.706 4.745 -6.329
H 5.397 6.057 -7.468
H 5.699 4.424 -8.064
C 3.729 4.701 -7.203
C 3.080 5.556 -6.117
H 3.291 6.610 -6.290
H 3.471 5.285 -5.138
H 2.001 5.426 -6.107
C 3.507 3.205 -6.957
C 2.049 2.768 -7.083
H 1.453 3.226 -6.291
C 1.915 1.249 -6.986
H 2.417 0.785 -7.839
H 2.434 0.924 -6.082
C 0.465 0.757 -6.929
C -0.288 1.106 -8.213
H 0.220 0.685 -9.078
H -0.361 2.182 -8.345
H -1.298 0.703 -8.181
C 0.398 -0.761 -6.714
C 0.971 -1.282 -5.394
H 2.038 -1.064 -5.333
H 0.867 -2.369 -5.400
C 0.268 -0.711 -4.164
H 0.503 0.352 -4.087
H -0.814 -0.803 -4.288
C 0.681 -1.401 -2.855
C 0.012 -2.769 -2.729
H -1.061 -2.652 -2.592
H 0.180 -3.365 -3.621
H 0.411 -3.320 -1.882
H 1.768 -1.542 -2.868
C 0.328 -0.501 -1.664
C 0.788 -1.048 -0.314
C 0.574 -0.033 0.808
C 0.986 -0.598 2.166
H 0.418 -1.516 2.339
H 2.044 -0.870 2.140
C 0.740 0.363 3.338
C 1.742 1.515 3.319
H 1.513 2.241 4.095
H 2.750 1.141 3.483
H 1.718 2.032 2.364
C 0.819 -0.420 4.655
C 0.515 0.385 5.921
H 1.285 1.146 6.061
C -0.847 1.084 5.937
H -0.964 1.575 6.907
C -2.069 0.186 5.697
C -3.315 1.066 5.597
H -3.179 1.832 4.836
H -4.189 0.479 5.330
H -3.507 1.561 6.547
H -1.943 -0.333 4.741
C -2.218 -0.864 6.803
C -3.321 -1.887 6.534
C -3.304 -3.005 7.575
H -3.345 -2.551 8.569
H -2.361 -3.553 7.504
C -4.467 -3.994 7.443
C -4.488 -4.934 8.647
H -5.323 -5.628 8.578
H -3.567 -5.511 8.692
H -4.587 -4.373 9.574
C -4.378 -4.806 6.154
H -3.433 -5.345 6.112
H -5.187 -5.532 6.108
H -4.450 -4.165 5.280
H -5.405 -3.425 7.432
H -4.298 -1.401 6.558
H -3.178 -2.306 5.537
H -2.414 -0.359 7.752
H -1.276 -1.406 6.906
H -0.846 1.869 5.178
H 0.587 -0.293 6.775
H 0.129 -1.264 4.601
H 1.827 -0.834 4.750
H -0.269 0.773 3.231
H 1.150 0.867 0.586
H -0.481 0.249 0.841
H 1.848 -1.305 -0.369
H 0.236 -1.958 -0.074
H 0.796 0.475 -1.817
H -0.753 -0.347 -1.642
H 0.927 -1.249 -7.538
H -0.649 -1.067 -6.773
H -0.039 1.254 -6.094
H 1.660 3.117 -8.041
H 3.880 2.947 -5.962
H 4.099 2.643 -7.685
H 3.279 4.964 -8.167
```

***

> Which of these has the highest total charge?

C30H61F2N7O6S2